81
Properties=species:S:1:pos:R:3:forces:R:3 method="wB97M-V/def2-TZVPD" homo_ev=-4.70 e_lumo_ha=0.0856 multiplicity=1 molar_mass_g_mol=880.57 charge=-1
K 0.23261 0.27802 -0.30209 0.491 0.165 -0.864
C -1.42104 2.08185 -2.83526 0.000 0.011 -0.038
C -0.61537 1.37800 -3.88900 -0.069 -0.021 0.138
C -0.61096 1.79833 -5.21923 -0.036 0.014 0.015
C 0.11913 1.08549 -6.14807 0.021 -0.034 -0.035
C 0.82613 -0.03331 -5.72858 0.016 -0.011 0.007
C 0.78713 -0.37583 -4.38414 -0.079 0.077 0.157
N 0.08614 0.31909 -3.48630 0.040 -0.043 -0.034
Sb 1.91461 -2.05548 -3.67007 -0.062 0.026 -0.037
C 2.98376 -0.90744 -2.18337 0.158 0.003 -0.046
C 3.81629 -1.52156 -1.24753 -0.136 0.029 -0.006
C 4.60306 -0.72034 -0.43859 -0.035 -0.029 0.012
C 4.55536 0.65197 -0.60380 0.018 0.073 0.037
C 3.69605 1.19092 -1.55029 -0.200 -0.016 0.032
C 3.53829 2.67088 -1.74593 0.028 0.005 0.000
N 2.92620 0.41530 -2.32431 0.139 -0.017 -0.049
C 0.37545 -2.90185 -2.42483 -0.115 -0.078 -0.001
C 0.69929 -3.85109 -1.45843 0.097 0.157 -0.065
C -0.32440 -4.41774 -0.72009 -0.027 -0.099 -0.133
C -1.62115 -4.00062 -0.95122 0.043 -0.356 -0.245
C -1.85701 -3.03089 -1.91962 -0.071 0.102 -0.243
C -3.21997 -2.44125 -2.11967 -0.051 -0.052 -0.199
N -0.87684 -2.52553 -2.67552 0.154 -0.124 0.036
H -2.05670 2.85475 -3.26788 0.004 -0.003 -0.010
H -0.77629 2.54352 -2.08342 0.006 -0.012 -0.019
H -2.05447 1.35626 -2.31952 0.012 -0.006 -0.007
H -1.18434 2.66976 -5.50879 0.002 0.000 0.003
H 0.13282 1.39092 -7.18770 0.008 -0.009 -0.004
H 1.40160 -0.62614 -6.42835 0.004 0.001 -0.003
H 3.83179 -2.59977 -1.14394 0.010 -0.004 -0.017
H 5.23068 -1.15490 0.32889 0.001 -0.004 -0.008
H 5.14181 1.30443 0.03035 -0.009 -0.009 -0.014
H 4.14207 3.23541 -1.03486 0.001 -0.005 0.000
H 2.49170 2.95112 -1.61400 0.017 -0.033 0.002
H 3.82891 2.94609 -2.76148 0.012 0.011 -0.003
H 1.73187 -4.12267 -1.27200 0.001 -0.025 -0.025
H -0.11085 -5.14696 0.05236 0.007 -0.006 -0.006
H -2.44158 -4.38555 -0.35846 -0.001 -0.057 -0.073
H -4.00210 -3.07874 -1.70708 -0.015 -0.012 -0.022
H -3.40480 -2.26743 -3.17944 0.004 -0.050 -0.036
H -3.25547 -1.47904 -1.60271 0.059 -0.158 -0.141
S -0.76861 0.15487 4.95241 0.053 -0.038 0.014
C -0.01784 0.16333 3.37927 0.052 0.018 -0.112
N -0.76496 0.50186 2.39212 -0.094 0.098 0.263
C -2.05070 0.79448 2.83508 0.163 -0.155 -0.190
C -3.10796 1.16035 2.00314 -0.046 0.012 0.017
C -4.34128 1.39349 2.57172 0.004 -0.003 0.015
C -4.53425 1.26585 3.95503 0.012 -0.007 -0.022
C -3.49744 0.89698 4.78867 0.028 -0.010 -0.059
C -2.24972 0.65836 4.21170 -0.095 0.025 0.113
H 1.02885 -0.10043 3.26459 -0.016 0.025 0.000
H -2.94317 1.22287 0.93594 0.010 0.000 -0.003
H -5.17730 1.66235 1.93940 -0.009 -0.001 0.009
H -5.51592 1.44580 4.37477 0.000 0.004 0.003
H -3.65337 0.78456 5.85359 0.009 0.000 0.002
C 4.35747 2.83939 3.29134 -0.030 -0.026 0.030
N 3.19918 2.91015 2.42399 -0.042 0.177 0.031
C 2.55817 4.10521 2.24816 0.073 0.033 0.071
C 1.48374 4.23119 1.45968 0.020 -0.053 -0.029
C 1.03422 3.05112 0.72348 0.012 -0.058 -0.069
O 0.10498 3.12995 -0.10418 0.144 -0.079 0.088
N 1.66442 1.86770 0.95068 0.766 0.590 0.604
C 2.67774 1.73759 1.83010 -0.250 0.176 -0.084
O 3.18411 0.65826 2.14860 0.009 -0.148 0.012
H 4.13186 3.24801 4.27872 -0.021 0.010 0.006
H 5.19613 3.39548 2.86556 0.025 -0.001 -0.005
H 4.62989 1.79385 3.39672 -0.005 -0.001 -0.031
H 2.97548 4.93862 2.80206 0.012 -0.001 -0.005
H 0.97054 5.17234 1.33608 0.007 0.001 -0.018
F -3.39728 -4.66867 3.71734 0.038 0.071 -0.072
C -2.94967 -3.79312 2.78875 -0.117 -0.098 0.053
C -1.59594 -3.64331 2.54655 0.253 0.025 -0.009
F -0.71248 -4.38961 3.24266 -0.101 0.077 -0.076
C -1.14621 -2.74217 1.60412 0.123 0.138 0.361
F 0.18818 -2.61936 1.41258 -0.146 -0.022 0.104
C -2.00052 -1.93388 0.81762 -0.050 0.693 0.154
O -1.56461 -1.11963 -0.06037 -1.128 -0.894 0.588
C -3.37314 -2.11129 1.12285 -0.117 -0.057 -0.020
F -4.29130 -1.39448 0.43305 -0.004 0.032 0.254
C -3.83237 -3.01036 2.06506 -0.169 0.029 -0.030
F -5.15829 -3.13570 2.28534 0.186 0.017 -0.017